(1)
This record from the Open Molecules 2025 dataset describes one molecule with the formula C22H27N3O6S in a non-equilibrium geometry. The level of theory is wB97M-V/def2-TZVPD.

Values from the calculation:
- ΔE to the lowest compared entry with this formula, charge and spin: 99.3 kcal per mole
- Maximum force: 0.0229 Eh/bohr
- E_HOMO: -0.3440 hartree
- SMILES: CCN(CC)C(=O)[C@@H](Oc1ccc(S(=O)(=O)N2CCCC2)cc1[N+](=O)[O-])c1ccccc1
- Total charge: 0

Atoms and positions in Å:
C: 4.13102 4.12170 -0.76283
C: 4.60531 2.67514 -0.67037
N: 3.48258 1.76281 -0.49982
C: 2.90215 1.23126 -1.71484
C: 3.71104 0.05606 -2.26330
C: 3.08678 1.51923 0.75406
O: 3.67180 1.94798 1.73291
C: 1.84616 0.61886 1.00576
O: 0.73577 1.11778 0.27713
C: -0.50802 0.82874 0.66176
C: -0.84085 -0.03790 1.71187
C: -2.15875 -0.24750 2.06186
C: -3.18000 0.40108 1.38575
S: -4.89390 0.08004 1.84917
O: -5.65588 1.25383 1.56138
O: -4.87837 -0.45329 3.17679
N: -5.45534 -1.12527 0.85030
C: -4.77696 -2.39859 0.93624
C: -3.76194 -2.41360 -0.22047
C: -4.32198 -1.40245 -1.23755
C: -5.56925 -0.80563 -0.55580
C: -2.88834 1.26562 0.35662
C: -1.56583 1.46658 -0.02405
N: -1.31656 2.32206 -1.15623
O: -0.28925 2.16414 -1.77959
O: -2.17733 3.12554 -1.44058
C: 2.17322 -0.82806 0.71681
C: 1.46627 -1.57751 -0.21308
C: 1.80451 -2.90111 -0.43997
C: 2.85188 -3.48180 0.25258
C: 3.56246 -2.73516 1.17915
C: 3.22331 -1.41614 1.41460
H: 3.42541 4.24573 -1.58120
H: 4.97889 4.78062 -0.92842
H: 3.64238 4.40761 0.16463
H: 5.14536 2.39086 -1.57449
H: 5.26495 2.56044 0.19246
H: 1.87421 0.93144 -1.53604
H: 2.87651 2.03623 -2.45363
H: 3.77221 -0.74512 -1.53119
H: 4.72232 0.36141 -2.52105
H: 3.23048 -0.32712 -3.15911
H: 1.66069 0.73907 2.08343
H: -0.06383 -0.56020 2.24545
H: -2.41628 -0.90493 2.87716
H: -4.33009 -2.49578 1.92333
H: -5.52112 -3.18981 0.80642
H: -3.67069 -3.41090 -0.64606
H: -2.77739 -2.10423 0.13089
H: -4.59232 -1.88394 -2.17529
H: -3.58946 -0.62689 -1.45746
H: -5.66563 0.27246 -0.66466
H: -6.47950 -1.27712 -0.93739
H: -3.67475 1.79887 -0.15554
H: 0.65458 -1.13384 -0.77099
H: 1.24739 -3.47622 -1.16430
H: 3.11560 -4.51261 0.07091
H: 4.38181 -3.18235 1.72117
H: 3.77255 -0.82810 2.13473

Charges per atom according to natural (NBO) partitioning, unit e: atom 1 (C): -0.615, atom 2 (C): -0.216, atom 3 (N): -0.429, atom 4 (C): -0.223, atom 5 (C): -0.618, atom 6 (C): 0.679, atom 7 (O): -0.634, atom 8 (C): -0.005, atom 9 (O): -0.484, atom 10 (C): 0.437, atom 11 (C): -0.321, atom 12 (C): -0.130, atom 13 (C): -0.376, atom 14 (S): 2.334, atom 15 (O): -0.930, atom 16 (O): -0.937, atom 17 (N): -0.652, atom 18 (C): -0.238, atom 19 (C): -0.430, atom 20 (C): -0.430, atom 21 (C): -0.239, atom 22 (C): -0.140, atom 23 (C): -0.061, atom 24 (N): 0.532, atom 25 (O): -0.368, atom 26 (O): -0.373, atom 27 (C): -0.077, atom 28 (C): -0.171, atom 29 (C): -0.220, atom 30 (C): -0.211, atom 31 (C): -0.198, atom 32 (C): -0.209, atom 33 (H): 0.204, atom 34 (H): 0.213, atom 35 (H): 0.220, atom 36 (H): 0.194, atom 37 (H): 0.232, atom 38 (H): 0.236, atom 39 (H): 0.203, atom 40 (H): 0.214, atom 41 (H): 0.204, atom 42 (H): 0.214, atom 43 (H): 0.224, atom 44 (H): 0.242, atom 45 (H): 0.250, atom 46 (H): 0.231, atom 47 (H): 0.205, atom 48 (H): 0.219, atom 49 (H): 0.211, atom 50 (H): 0.219, atom 51 (H): 0.211, atom 52 (H): 0.233, atom 53 (H): 0.206, atom 54 (H): 0.271, atom 55 (H): 0.210, atom 56 (H): 0.216, atom 57 (H): 0.218, atom 58 (H): 0.219, atom 59 (H): 0.232



(2)
This record from the Open Molecules 2025 dataset describes C22H27NO3 as an isolated structure in a non-equilibrium geometry. The level of theory is wB97M-V/def2-TZVPD.

Values from the calculation:
- ΔE to the lowest compared entry with this formula, charge and spin: 498.9 kcal per mole
- Maximum force: 0.3840 Eh/bohr
- E_HOMO: -0.3065 hartree
- Total charge: 0

Atoms and positions in Å:
C: 2.03186 -0.65767 5.68165
C: 1.61860 0.69812 5.78300
O: 0.17803 0.89812 5.45460
C: -0.11862 0.72469 4.23770
C: -1.30280 0.32740 4.13322
C: -2.02206 0.32670 2.99595
C: -1.25860 0.54791 1.84049
C: -0.00895 0.54269 1.93470
C: 0.62444 0.78503 3.17880
O: 1.97417 1.19183 3.15993
C: 2.55926 1.21530 2.15292
C: 4.12882 1.37679 2.60582
H: 5.00116 1.41567 1.52824
H: 4.41069 0.70657 3.13926
H: 4.28190 2.30516 3.00744
H: 2.68566 0.39815 1.55415
H: 2.52386 2.08610 1.27515
H: 0.58481 0.83519 0.98741
C: -2.08426 0.02391 0.39119
H: -3.11082 0.15416 0.54667
H: -1.68823 0.89081 -0.13651
C: -1.45851 -0.99185 -0.07777
N: -1.26768 -0.94791 -1.58660
C: -0.04898 -0.31452 -2.03715
O: 0.85355 -0.50636 -1.29971
C: 0.01407 -0.29980 -3.65562
C: -1.00320 -0.58371 -4.41979
C: -1.51427 -1.94866 -4.85332
C: -2.47169 -2.07289 -5.52217
C: -3.47362 -1.16954 -5.81952
C: -3.41245 -0.03410 -5.22371
C: -2.10925 0.23312 -4.51338
H: -2.08046 1.35058 -4.16412
H: -3.94632 0.78638 -5.41644
H: -4.31131 -1.46482 -6.30976
H: -2.84685 -3.19477 -5.95774
H: -0.57347 -2.80714 -4.72415
C: 1.33716 -0.24551 -4.24299
C: 0.87007 0.90122 -4.00815
H: 1.26223 1.57842 -3.12528
H: 0.59808 1.59781 -5.01945
H: 2.12545 -0.60136 -3.44711
H: 1.48439 -0.86606 -5.14429
H: -1.79784 -1.01124 -2.24439
H: -2.03604 -2.07314 0.08290
H: -0.37694 -1.37902 0.07263
H: -3.09219 0.06636 2.82303
H: -1.95729 0.41829 4.94250
H: 2.25293 1.26397 5.39165
H: 1.65259 1.04399 7.13190
H: 2.01258 -1.04987 4.67729
H: 3.02667 -0.94634 6.12622
H: 1.27967 -1.52417 6.11273

Charges per atom according to natural (NBO) partitioning, unit e: atom 1 (C): -0.671, atom 2 (C): -0.011, atom 3 (O): -0.460, atom 4 (C): 0.198, atom 5 (C): -0.229, atom 6 (C): -0.193, atom 7 (C): 0.018, atom 8 (C): -0.291, atom 9 (C): 0.224, atom 10 (O): -0.485, atom 11 (C): -0.005, atom 12 (C): -0.498, atom 13 (H): 0.141, atom 14 (H): 0.147, atom 15 (H): 0.187, atom 16 (H): 0.158, atom 17 (H): 0.110, atom 18 (H): 0.246, atom 19 (C): -0.445, atom 20 (H): 0.226, atom 21 (H): 0.225, atom 22 (C): -0.270, atom 23 (N): -0.609, atom 24 (C): 0.708, atom 25 (O): -0.609, atom 26 (C): -0.222, atom 27 (C): -0.071, atom 28 (C): -0.149, atom 29 (C): -0.243, atom 30 (C): -0.192, atom 31 (C): -0.199, atom 32 (C): -0.157, atom 33 (H): 0.201, atom 34 (H): 0.205, atom 35 (H): 0.208, atom 36 (H): 0.196, atom 37 (H): 0.206, atom 38 (C): -0.415, atom 39 (C): -0.353, atom 40 (H): 0.239, atom 41 (H): 0.209, atom 42 (H): 0.228, atom 43 (H): 0.243, atom 44 (H): 0.350, atom 45 (H): 0.196, atom 46 (H): 0.285, atom 47 (H): 0.211, atom 48 (H): 0.223, atom 49 (H): 0.168, atom 50 (H): 0.149, atom 51 (H): 0.218, atom 52 (H): 0.240, atom 53 (H): 0.215



(3)
This record from the Open Molecules 2025 dataset describes C22H28AlN2OSSi as an isolated structure. The level of theory is wB97M-V/def2-TZVPD.

Values from the calculation:
- ΔE to the lowest compared entry with this formula, charge and spin: 0.0 kcal per mole
- Maximum force: 0.0127 Eh/bohr
- E_HOMO: -0.4183 hartree
- Total charge: +1

Atoms and positions in Å:
Al: -0.28924 0.15773 2.36794
C: -1.51758 -0.41995 4.11913
C: -2.37750 0.11308 3.10680
C: -2.03154 1.46135 2.90765
C: -0.95791 1.77703 3.79078
C: -0.68080 0.62845 4.56241
H: -1.60261 -1.39576 4.57230
H: -3.21181 -0.39751 2.64937
H: -2.54412 2.15472 2.25813
H: -0.54981 2.76342 3.95261
H: 0.02804 0.55913 5.37091
N: 2.69198 1.88455 1.62298
C: 2.55630 1.31923 2.80967
N: 2.92775 1.96068 3.90819
S: 1.95021 -0.29956 2.91661
H: 3.12010 2.78870 1.49855
H: 2.42849 1.35805 0.79524
H: 3.39513 2.85359 3.88723
H: 2.84805 1.48593 4.79063
C: 0.70596 -3.06700 0.02151
C: -0.46452 -2.37228 -0.69160
C: -0.70292 -2.98865 -2.07975
C: -1.74105 -2.58000 0.14597
Si: -0.16763 -0.51619 -0.82057
O: -0.18278 0.12411 0.70385
C: 1.49112 -0.00080 -1.51302
C: 2.35072 -0.83325 -2.23640
C: 3.52148 -0.33878 -2.80838
C: 3.85026 1.00228 -2.67465
C: 3.00884 1.85159 -1.96454
C: 1.84403 1.35185 -1.39705
C: -1.50752 0.32425 -1.79478
C: -2.61468 0.90235 -1.16761
C: -3.62718 1.50074 -1.90886
C: -3.54603 1.52744 -3.29504
C: -2.45167 0.96266 -3.93849
C: -1.44073 0.36877 -3.19284
H: 0.48490 -4.13172 0.15749
H: 0.87685 -2.64295 1.01623
H: 1.64707 -2.98806 -0.52539
H: -0.91754 -4.05879 -1.98179
H: 0.16008 -2.88752 -2.74361
H: -1.55699 -2.52189 -2.57894
H: -1.99658 -3.64470 0.17509
H: -2.59983 -2.03671 -0.26329
H: -1.60341 -2.25752 1.18190
H: 2.11910 -1.88388 -2.35793
H: 4.17268 -1.00278 -3.36440
H: 4.75065 1.39039 -3.13619
H: 3.25117 2.90558 -1.87925
H: 1.16778 2.03396 -0.88107
H: -2.68173 0.88592 -0.08330
H: -4.47948 1.94666 -1.40808
H: -4.33536 1.99104 -3.87512
H: -2.38540 0.98912 -5.01993
H: -0.58281 -0.05810 -3.70733

Charges per atom according to natural (NBO) partitioning, unit e: atom 1 (Al): 1.803, atom 2 (C): -0.401, atom 3 (C): -0.354, atom 4 (C): -0.337, atom 5 (C): -0.388, atom 6 (C): -0.307, atom 7 (H): 0.273, atom 8 (H): 0.274, atom 9 (H): 0.269, atom 10 (H): 0.260, atom 11 (H): 0.255, atom 12 (N): -0.746, atom 13 (C): 0.378, atom 14 (N): -0.745, atom 15 (S): -0.233, atom 16 (H): 0.413, atom 17 (H): 0.462, atom 18 (H): 0.415, atom 19 (H): 0.434, atom 20 (C): -0.598, atom 21 (C): -0.532, atom 22 (C): -0.609, atom 23 (C): -0.597, atom 24 (Si): 2.041, atom 25 (O): -1.416, atom 26 (C): -0.555, atom 27 (C): -0.119, atom 28 (C): -0.219, atom 29 (C): -0.198, atom 30 (C): -0.212, atom 31 (C): -0.243, atom 32 (C): -0.485, atom 33 (C): -0.207, atom 34 (C): -0.216, atom 35 (C): -0.196, atom 36 (C): -0.196, atom 37 (C): -0.214, atom 38 (H): 0.216, atom 39 (H): 0.194, atom 40 (H): 0.215, atom 41 (H): 0.215, atom 42 (H): 0.208, atom 43 (H): 0.223, atom 44 (H): 0.221, atom 45 (H): 0.222, atom 46 (H): 0.185, atom 47 (H): 0.202, atom 48 (H): 0.225, atom 49 (H): 0.225, atom 50 (H): 0.215, atom 51 (H): 0.213, atom 52 (H): 0.196, atom 53 (H): 0.217, atom 54 (H): 0.222, atom 55 (H): 0.221, atom 56 (H): 0.215



(4)
This record from the Open Molecules 2025 dataset describes C22H28As2BrCaClF6N4O9S2 as an isolated structure in a non-equilibrium geometry. The level of theory is wB97M-V/def2-TZVPD.

Values from the calculation:
- ΔE to the lowest compared entry with this formula, charge and spin: 101.5 kcal per mole
- Maximum force: 0.0756 Eh/bohr
- E_HOMO: -0.3303 hartree
- Total charge: 0

Atoms and positions in Å:
Ca: -1.53459 0.49032 0.20815
C: -2.03554 1.41198 4.40644
As: -1.09816 1.51727 2.72443
C: -0.80574 3.44638 2.73138
C: 0.67172 0.97554 3.37870
C: 1.26894 1.72255 4.38228
C: 2.54401 1.41685 4.83395
C: 3.23088 0.34721 4.27902
C: 2.64740 -0.40288 3.26491
C: 1.37128 -0.10906 2.79826
As: 0.57992 -1.05256 1.25698
C: 1.84849 -2.47771 1.06488
C: -0.58240 -2.19421 2.39499
H: -1.46791 1.95176 5.15882
H: -2.15867 0.37301 4.70565
H: -3.02159 1.86081 4.29427
H: -0.89083 3.84097 3.74057
H: -1.54665 3.92446 2.09225
H: 0.18742 3.62797 2.32626
H: 0.74641 2.56771 4.81370
H: 3.00026 2.00997 5.61666
H: 4.22734 0.10370 4.62617
H: 3.21186 -1.21527 2.82563
H: 2.04539 -2.92241 2.03571
H: 2.75899 -2.13372 0.58607
H: 1.37428 -3.20647 0.40987
H: 0.03821 -2.76617 3.07938
H: -1.13754 -2.86957 1.74408
H: -1.30464 -1.60391 2.95748
F: -6.07144 -0.45890 1.81954
C: -4.83182 0.00531 1.83094
F: -4.85223 1.30378 2.11991
F: -4.14803 -0.60474 2.79836
S: -4.00771 -0.36799 0.16817
O: -2.80240 -1.10027 0.65860
O: -5.01391 -1.08574 -0.53443
N: -3.69773 1.18096 -0.18929
S: -2.88706 2.22237 -1.13607
O: -2.89516 2.09997 -2.54994
O: -1.61434 2.56244 -0.44203
C: -3.91283 3.69390 -0.74048
F: -3.75130 4.00956 0.54543
F: -5.19548 3.44162 -0.95402
F: -3.50615 4.70757 -1.48920
O: -0.89626 -1.15060 -3.51437
Cl: -1.29308 -0.88257 -2.16792
O: -2.73995 -0.64266 -2.06510
O: -0.93875 -1.96792 -1.26446
O: -0.58666 0.36175 -1.69199
N: 1.95473 -1.29884 -1.60070
C: 2.09084 -1.87539 -2.59585
N: 2.46924 -2.52214 -3.70444
C: 2.87609 -3.93073 -3.59223
C: 1.74248 -4.83130 -4.02231
O: 1.34767 -4.51716 -5.34680
C: 0.86672 -3.18158 -5.44163
C: 1.93343 -2.18067 -5.03275
H: 3.18087 -4.13210 -2.56643
H: 3.72744 -4.08387 -4.25758
H: 0.89619 -4.71703 -3.33281
H: 2.06089 -5.87275 -4.02815
H: -0.01467 -3.05840 -4.81227
H: 0.58592 -3.02347 -6.48205
H: 1.52724 -1.17141 -5.00494
H: 2.76455 -2.22440 -5.73884
Br: 0.39833 4.23376 -3.08087
C: 1.31306 3.16207 -1.82229
C: 2.26617 2.24596 -2.22364
C: 2.88866 1.48768 -1.24673
C: 2.48954 1.63487 0.06941
N: 1.58178 2.53325 0.45697
C: 1.03407 3.30900 -0.47638
H: 2.52390 2.14231 -3.26902
H: 3.66242 0.77931 -1.50706
H: 2.94107 1.04160 0.85586
H: 0.36515 4.08910 -0.13509

Charges per atom according to Mulliken partitioning, unit e: atom 1 (Ca): 1.009, atom 2 (C): -1.404, atom 3 (As): 1.352, atom 4 (C): -1.365, atom 5 (C): -0.272, atom 6 (C): -0.788, atom 7 (C): -0.914, atom 8 (C): -0.793, atom 9 (C): -0.615, atom 10 (C): -0.047, atom 11 (As): 1.805, atom 12 (C): -1.774, atom 13 (C): -1.209, atom 14 (H): 0.515, atom 15 (H): 0.323, atom 16 (H): 0.412, atom 17 (H): 0.564, atom 18 (H): 0.312, atom 19 (H): 0.321, atom 20 (H): 0.261, atom 21 (H): 0.408, atom 22 (H): 0.397, atom 23 (H): 0.326, atom 24 (H): 0.553, atom 25 (H): 0.392, atom 26 (H): 0.420, atom 27 (H): 0.485, atom 28 (H): 0.428, atom 29 (H): 0.208, atom 30 (F): -0.237, atom 31 (C): 0.564, atom 32 (F): -0.204, atom 33 (F): -0.220, atom 34 (S): 1.072, atom 35 (O): -0.483, atom 36 (O): -0.673, atom 37 (N): -0.392, atom 38 (S): 1.184, atom 39 (O): -0.593, atom 40 (O): -0.461, atom 41 (C): 0.554, atom 42 (F): -0.195, atom 43 (F): -0.186, atom 44 (F): -0.189, atom 45 (O): -0.662, atom 46 (Cl): 2.042, atom 47 (O): -0.726, atom 48 (O): -0.558, atom 49 (O): -0.712, atom 50 (N): -0.317, atom 51 (C): 0.281, atom 52 (N): -0.060, atom 53 (C): -0.716, atom 54 (C): -0.436, atom 55 (O): -0.418, atom 56 (C): -0.385, atom 57 (C): -0.622, atom 58 (H): 0.423, atom 59 (H): 0.297, atom 60 (H): 0.277, atom 61 (H): 0.365, atom 62 (H): 0.254, atom 63 (H): 0.366, atom 64 (H): 0.388, atom 65 (H): 0.327, atom 66 (Br): -0.156, atom 67 (C): -0.201, atom 68 (C): -0.269, atom 69 (C): -0.579, atom 70 (C): -0.490, atom 71 (N): -0.178, atom 72 (C): -0.579, atom 73 (H): 0.433, atom 74 (H): 0.422, atom 75 (H): 0.655, atom 76 (H): 0.682